# 1
C7H8 as an isolated structure. Source: the Open Molecules 2025 dataset; level of theory: the ωB97M-V functional and the def2-TZVPD basis.

ΔE to the lowest compared entry with this formula, charge and spin: 190.0 kcal per mole
Highest occupied orbital energy: -8.5 eV

The geometry in ORCA input format:
```
! RIJCOSX wB97M-V def2-TZVPD def2/J DEFGRID3
* xyz 0 1
C 1.46 0.17 0.80
C 0.13 -0.23 0.15
C -0.81 -0.93 1.14
C -0.53 0.95 -0.49
C -1.01 1.71 -1.32
C 0.29 -0.94 -1.15
C 0.22 -1.18 -2.38
H 2.11 0.68 0.09
H 1.96 -0.75 1.12
H 1.30 0.80 1.68
H -1.00 -0.31 2.02
H -1.76 -1.18 0.65
H -0.33 -1.86 1.45
H -1.47 2.48 -1.91
H -0.55 0.59 -1.85
*
```



# 2
A 2-piece molecular cluster, C2H8OS2 overall in a non-equilibrium geometry. Source: the Open Molecules 2025 dataset; level of theory: the ωB97M-V functional and the def2-TZVPD basis.

ΔE to the lowest compared entry with this formula, charge and spin: 38.7 kcal per mole
Highest occupied orbital energy: -9.3 eV

The geometry in ORCA input format:
```
! RIJCOSX wB97M-V def2-TZVPD def2/J DEFGRID3
* xyz 0 1
C -1.05 -0.28 1.15
C -0.61 -1.37 0.19
O -1.24 -1.31 -1.13
H -0.79 -0.35 2.17
H -2.09 -0.01 0.95
H -0.57 0.77 1.07
H 0.45 -1.35 0.09
H -0.95 -2.30 0.76
H -2.15 -1.73 -0.82
S 2.11 3.05 -1.53
S 2.90 1.29 -0.48
H 2.12 2.42 -2.72
H 1.86 1.17 0.30
*
```



# 3
C3H2CdO2 as an isolated structure in a non-equilibrium geometry. Source: the Open Molecules 2025 dataset; level of theory: the ωB97M-V functional and the def2-TZVPD basis.

ΔE to the lowest compared entry with this formula, charge and spin: 112.8 kcal per mole
Highest occupied orbital energy: -19.0 eV

The geometry in ORCA input format:
```
! RIJCOSX wB97M-V def2-TZVPD def2/J DEFGRID3
* xyz 2 1
O -0.43 0.00 -0.98
C -1.72 -0.03 1.98
C 0.22 0.25 0.03
O -0.31 -0.58 1.48
C -0.67 0.79 1.42
Cd -0.44 0.02 -2.87
H 1.28 0.52 0.00
H -0.20 1.50 2.11
*
```



# 4
C40H37AsN3O3Sn as an isolated structure. Source: the Open Molecules 2025 dataset; level of theory: the ωB97M-V functional and the def2-TZVPD basis.

ΔE to the lowest compared entry with this formula, charge and spin: 0.0 kcal per mole
Highest occupied orbital energy: -10.5 eV

The geometry in ORCA input format:
```
! RIJCOSX wB97M-V def2-TZVPD def2/J DEFGRID3
* xyz 1 1
Sn -1.28 -0.81 1.28
O 1.41 2.45 3.11
C 2.62 1.92 2.85
C 3.74 2.70 3.16
C 5.01 2.23 2.90
C 5.20 0.97 2.32
C 4.10 0.20 2.01
C 2.80 0.66 2.26
C 1.64 -0.18 1.90
O 0.45 0.32 2.02
N 1.87 -1.40 1.47
N 0.71 -2.02 1.12
C 0.78 -3.26 0.79
C -0.42 -3.94 0.31
C -0.41 -5.31 0.05
C -1.57 -5.89 -0.45
C -2.69 -5.10 -0.66
C -2.61 -3.75 -0.36
N -1.50 -3.18 0.11
H 0.75 1.80 2.81
H 3.58 3.66 3.62
H 5.87 2.84 3.15
H 6.19 0.61 2.11
H 4.21 -0.78 1.57
H 1.73 -3.78 0.84
H 0.48 -5.89 0.23
H -1.60 -6.95 -0.66
H -3.61 -5.52 -1.04
H -3.46 -3.10 -0.50
C -2.97 2.77 -0.10
C -3.16 2.01 1.18
C -2.31 2.21 2.27
C -2.54 1.57 3.49
C -1.67 1.85 4.69
C -3.62 0.70 3.59
C -4.46 0.46 2.52
C -5.63 -0.48 2.64
C -4.22 1.12 1.32
H -1.95 3.16 -0.18
H -3.66 3.61 -0.15
H -3.17 2.13 -0.96
H -1.48 2.91 2.19
H -0.78 2.41 4.43
H -1.37 0.93 5.18
H -2.23 2.44 5.42
H -3.80 0.20 4.54
H -6.57 0.06 2.56
H -5.62 -0.99 3.61
H -5.61 -1.24 1.86
H -4.88 0.95 0.47
O -0.91 0.02 -0.64
As 0.35 0.15 -1.76
C 1.53 1.55 -1.24
C 1.15 2.42 -0.23
C 1.99 3.48 0.10
C 3.18 3.66 -0.57
C 3.55 2.79 -1.60
C 2.72 1.74 -1.94
C -0.42 0.65 -3.44
C -0.06 0.03 -4.63
C -0.61 0.48 -5.83
C -1.50 1.53 -5.83
C -1.85 2.16 -4.64
C -1.31 1.72 -3.44
C 1.28 -1.49 -1.99
C 2.60 -1.63 -1.56
C 3.24 -2.85 -1.72
C 2.58 -3.91 -2.32
C 1.26 -3.77 -2.75
C 0.61 -2.56 -2.58
H 0.23 2.26 0.31
H 1.71 4.15 0.90
H 3.84 4.48 -0.31
H 4.48 2.94 -2.13
H 3.00 1.07 -2.75
H 0.65 -0.78 -4.64
H -0.33 0.00 -6.75
H -1.93 1.87 -6.76
H -2.54 2.99 -4.64
H -1.57 2.22 -2.52
H 3.11 -0.81 -1.07
H 4.26 -2.96 -1.38
H 3.09 -4.85 -2.46
H 0.75 -4.60 -3.21
H -0.42 -2.45 -2.90
*
```



Look up the highest occupied orbital energy of the third one. -19.0 eV